1.
The following is a quantum chemistry calculation of a structure of composition C34H54N3O2P2Pt, from the OMol25 dataset.

The energy above the lowest of the compared OMol25 structures with the same formula, charge and spin is 303.24 kJ/mol. Its expectation value of S² is 2.051. The spin multiplicity is 3. The calculation puts the HOMO-LUMO gap (spin up / spin down) at 2.682 / 5.155 eV. The HOMO energy (spin up / spin down) is -0.20447 / -0.35550 Eh. The total charge is +1.

CARTESIAN COORDINATES (ANGSTROEM)
H 3.561 -3.449 1.409
C -4.693 1.404 -1.143
C -0.152 -2.766 -3.614
C 1.735 -1.713 -2.325
H 5.512 0.981 -0.195
H 2.621 -2.424 5.058
H -1.839 -3.926 -4.295
C 0.934 3.765 -6.332
C 4.800 0.141 -0.173
H -1.564 2.989 -1.288
C -2.901 -1.257 -0.734
C -3.168 1.496 -1.354
H 0.437 4.313 -4.288
C -0.126 -3.908 3.965
H 3.997 -1.923 -2.210
H 2.836 -1.860 1.752
H -5.186 1.790 -2.045
H -5.056 2.003 -0.301
H -3.198 -0.247 3.560
C 0.356 -1.952 -2.576
H 4.007 2.585 -0.625
H 4.523 -0.008 0.879
H 4.881 -2.899 -1.099
H 1.199 -1.570 5.701
H 2.396 -1.575 -3.185
H -3.289 0.118 -3.107
C 1.438 1.362 -6.645
C 1.754 -3.536 -0.336
C 2.857 -2.466 -0.336
H -2.897 3.363 -0.174
O 0.469 1.388 2.333
C 1.236 2.663 -7.184
P -2.309 0.363 -0.082
C -3.181 2.004 2.062
C 0.774 3.537 -4.968
P 2.145 -0.790 -0.800
H -1.565 0.034 2.945
C -1.433 -3.279 -3.533
H -3.211 -1.958 0.057
C 3.559 0.512 -1.013
C -4.673 0.031 1.553
H 1.315 2.861 -8.263
H -1.976 1.316 -3.232
H -3.588 2.030 3.085
H 1.520 0.160 -4.872
H 1.461 -1.050 3.150
H -4.747 -0.975 1.125
C -2.653 2.931 -1.151
H 0.050 -4.512 3.064
H -3.663 1.807 -3.406
H -2.509 -1.371 2.367
H 2.826 1.901 0.511
H -3.249 -3.335 -2.287
C 1.543 -2.515 5.252
N 0.821 -2.803 4.022
C 0.787 -1.916 3.019
C -2.560 -0.317 2.664
H 0.577 -3.125 -4.337
C 3.870 -2.733 -1.477
Pt 0.013 -0.253 -0.103
N 0.137 1.715 -2.050
H -3.796 2.685 1.462
C 0.457 2.201 -3.095
H -2.154 2.393 2.113
H -5.047 0.370 -1.042
C 3.137 1.912 -0.539
H 2.325 2.323 -1.144
H 3.536 -3.595 -2.069
H 1.364 -3.339 5.949
C 1.341 1.174 -5.242
H 4.370 -0.354 -2.870
H 1.646 0.534 -7.370
H 0.808 4.786 -6.732
H 4.667 1.364 -2.675
C -2.983 1.139 -2.848
H 1.004 -3.352 0.439
C -3.224 0.544 1.580
H -3.125 3.566 -1.915
H 1.237 -3.624 -1.296
H 2.232 -4.504 -0.165
O 0.030 -2.084 2.029
H 3.022 0.803 -3.120
H -1.161 -3.536 3.930
H 5.329 -0.744 -0.552
C -1.835 -1.905 -1.616
H -5.002 -0.031 2.599
N -0.575 -1.459 -1.653
H 4.481 -1.971 1.045
C -2.258 -2.934 -2.454
H -5.383 0.690 1.053
C 0.916 2.264 -4.416
C 0.384 0.750 1.369
H -3.797 -1.111 -1.361
C 3.480 -2.413 1.052
C 3.913 0.577 -2.513
H 0.027 -4.513 4.860



2.
The following is a quantum chemistry calculation of a cluster of 8 separate species, C34H55BBrF13INO12P in total, from the OMol25 dataset.

The calculation puts the HOMO-LUMO gap at 7.108 eV. The HOMO energy is -0.19309 Eh. The total charge is -1.

CARTESIAN COORDINATES (ANGSTROEM)
C -1.840 4.066 7.159
O 3.720 3.362 -0.889
H 3.897 -0.285 -6.034
H 8.858 7.408 -0.147
C -3.569 0.801 5.350
H 3.542 0.449 -1.831
C -4.417 -9.075 0.207
C -4.869 -9.526 1.575
H -2.264 0.757 0.151
H -0.238 2.952 -0.283
H 5.338 5.206 0.847
F 1.378 -2.854 -3.029
C -2.574 4.718 6.008
C 0.695 1.186 -6.013
H -4.399 1.357 5.781
H 5.631 5.508 -0.872
H 5.595 0.039 -5.625
C -0.476 -4.509 -0.783
H 5.940 1.215 -0.948
H 7.826 6.892 -1.498
H -1.856 4.722 8.032
H -3.740 -9.815 -0.224
F -1.213 -5.629 -0.841
O -0.473 4.362 3.136
C 4.662 -1.440 -4.396
F -0.753 1.690 -2.595
C 4.840 -0.738 -5.723
H -3.327 2.527 4.193
N -1.263 1.096 2.354
H -5.875 -11.053 2.679
C 0.311 -2.509 -2.261
H -2.587 1.924 -1.102
C -0.603 -3.780 -2.152
C 3.643 -2.551 -4.345
H 3.609 -2.967 -3.341
F 0.648 -0.483 -3.368
H 2.106 3.521 0.962
H -2.676 -5.001 3.539
H 0.154 2.025 -8.669
H -1.530 0.168 4.194
C 5.740 2.193 -1.389
F 0.786 -4.856 -0.549
C -1.680 1.166 3.768
C 3.426 1.451 -2.247
C -5.606 -10.843 1.646
H 1.319 1.232 -5.125
H 2.655 -2.165 -4.605
C -0.240 2.677 -7.887
H 2.301 1.952 3.153
H -4.972 -11.647 1.269
O 1.741 2.628 0.939
H -3.794 1.087 3.218
P -0.391 -0.269 1.879
H 5.156 -1.453 -6.485
H -1.026 1.828 4.340
O -4.653 -8.870 2.567
C -1.793 1.500 -0.486
H -2.770 -3.236 3.335
O 7.746 5.750 1.363
C 0.603 2.557 -6.638
C -4.352 -4.323 2.395
O 1.175 3.512 -6.170
H -5.778 -5.569 1.405
O -2.532 3.861 2.406
H 6.212 2.963 -0.781
H 3.751 1.443 -3.290
C 4.250 2.434 -1.452
H -5.279 -8.960 -0.453
C -0.845 0.862 -1.498
F -2.496 -0.287 -2.726
O -1.604 -1.382 2.030
C -4.725 -5.601 1.680
H -6.513 -10.796 1.041
H -2.427 -0.897 1.873
H -1.796 3.489 0.255
O -3.535 4.197 5.493
C -1.316 3.646 2.542
H 5.105 6.835 0.185
C -3.167 1.470 4.021
H -4.121 -5.704 0.775
F 0.790 -2.145 -1.065
H -3.900 -8.123 0.288
F -1.678 -1.284 -0.973
H -2.741 0.913 6.051
C 7.830 7.259 -0.471
O -5.165 -3.448 2.593
F 0.404 0.677 -1.023
F -1.901 -3.477 -2.323
H -0.803 3.878 6.875
F -1.004 -1.698 -4.062
H -0.225 3.707 -8.238
H 1.131 0.484 -6.727
H -0.298 0.834 -5.730
O 1.379 2.217 3.253
O 5.301 -1.120 -3.422
H -2.321 3.123 7.412
C -2.918 -4.195 2.844
H -4.551 -6.461 2.326
F -0.252 -4.658 -3.109
C -1.356 -0.497 -2.031
B 0.849 2.463 2.012
H -1.270 2.387 -7.672
H -2.649 6.376 4.682
H -2.250 -4.254 1.983
H -1.016 5.905 5.163
C -2.040 6.035 5.514
F -0.936 -3.757 0.203
C -0.354 -1.281 -2.950
C 5.714 5.931 0.130
C 7.153 6.258 0.439
H 6.163 2.214 -2.395
H 7.300 8.213 -0.436
I -4.059 -1.261 5.134
C -1.112 2.644 0.291
C -0.739 2.397 1.778
Br 0.897 -1.048 3.587
H 2.379 1.742 -2.193
H -2.063 6.775 6.320
H 3.911 -3.338 -5.052